DFT (wB97M-V/def2-TZVPD) results for C23H47NO2S2Si2V as an isolated structure at a distorted geometry.

Results
- HOMO level (spin up / spin down): -5.709 / -6.358 eV
- ΔE to the lowest compared entry with this formula, charge and spin: 411.0 kJ/mol
- Largest force on an atom: 4.5 eV/Å
- Multiplicity: 4
- M: 540.9 g/mol
- E: -93308.1622 eV
- Kohn-Sham gap (spin up / spin down): 0.216 / 0.239 hartree
- Total charge: 0

XYZ file:
```
78
C23H47NO2S2Si2V (wB97M-V/def2-TZVPD)
O -1.27442 -2.90434 -1.48442
O -2.21896 -0.76480 -2.40330
C -0.56088 -4.12223 -1.64750
C 0.39850 -4.48696 -0.52652
H 0.03996 -4.01306 -2.55823
H -1.30845 -4.91623 -1.81130
H 0.92360 -3.64071 -0.03574
H 1.20948 -5.09953 -0.90699
H -0.08480 -5.09304 0.24117
C -1.94840 -2.80142 -0.20878
C -3.19296 -3.66369 -0.16281
H -2.11623 -1.70932 -0.21105
H -1.25982 -3.11063 0.60425
H -3.83299 -3.36979 -0.99430
H -3.66926 -3.46370 0.81302
H -2.94642 -4.72846 -0.28605
C -3.37244 0.16699 -2.36332
C -2.14552 -1.39888 -3.74592
C -4.40420 -0.25274 -1.35456
H -3.82144 0.16369 -3.37441
H -3.00237 1.16956 -2.14911
H -4.79486 -1.24352 -1.59075
H -5.27176 0.41643 -1.37106
H -3.94966 -0.21401 -0.36149
C -3.26100 -2.39320 -3.97620
H -1.17934 -1.89458 -3.79513
H -2.19524 -0.62025 -4.50918
H -3.28801 -3.14774 -3.18872
H -3.10954 -2.93874 -4.91650
H -4.24960 -1.93511 -4.03731
H -1.41089 -0.99026 -1.74029
V 1.17067 1.10340 0.25307
C -0.12106 0.00170 -1.01511
Si 0.64532 1.02076 -2.47706
H -0.68761 0.55535 -0.24808
H 0.50669 -0.80525 -0.54526
C 1.64102 -0.12505 -3.59606
C 1.78430 2.28420 -1.66920
C -0.61289 1.97297 -3.50410
C 3.16587 1.80740 0.89384
Si 4.04853 1.55827 2.53820
H 3.02877 2.89028 0.67126
H 3.65147 1.34463 0.00616
C 5.58978 2.64054 2.42570
C 4.51718 -0.23398 2.75492
C 3.00428 2.16191 3.97676
H -0.09838 2.77469 -4.06550
H -1.34239 2.47269 -2.83631
H -1.11490 1.31822 -4.23444
H 2.52294 -0.50345 -3.06213
H 2.01397 0.34584 -4.52484
H 1.05277 -1.00899 -3.88754
H 2.85819 2.09493 -1.71632
H 1.50081 2.68432 -0.66278
H 1.62194 3.17425 -2.39871
H 4.63510 -0.71351 1.76519
H 3.79651 -0.76489 3.39159
H 5.48671 -0.28027 3.26570
H 2.48915 1.33364 4.46987
H 2.28863 2.93474 3.65752
H 3.68385 2.59071 4.72191
H 6.00822 2.81835 3.41425
H 5.36226 3.63731 2.02686
H 6.35724 2.13603 1.84031
S 1.64151 -1.07254 1.58891
C 0.61800 -0.12905 2.53080
N 0.19354 1.05678 2.00816
C -0.45308 1.83112 2.97379
C -0.76683 3.18350 2.84195
C -1.34576 3.84985 3.93065
C -1.56974 3.16623 5.15401
C -1.17815 1.81462 5.29438
C -0.62634 1.14809 4.20538
S 0.08837 -0.47917 4.15297
H -0.61988 3.61719 1.83730
H -1.71566 4.87666 3.74677
H -2.11350 3.68307 5.94406
H -1.30954 1.23221 6.21368
```

Mulliken population analysis, charges in e, atoms 1 to 4: -0.18, 0.63, -0.48, -1.16

***

DFT (wB97M-V/def2-TZVPD) results for a 9-piece molecular cluster, C2H23N2O8 overall at a distorted geometry.

Results
- HOMO level: -11.823 eV
- ΔE to the lowest compared entry with this formula, charge and spin: 63.4 kJ/mol
- Largest force on an atom: 1.6 eV/Å
- M: 203.2 g/mol
- E: -21801.3302 eV
- Kohn-Sham gap: 0.332 hartree
- Total charge: +1

XYZ file:
```
35
C2H23N2O8 (wB97M-V/def2-TZVPD)
C 1.53283 0.29817 -0.23230
C 0.35814 0.94429 -0.23146
N -0.42726 1.17620 0.99282
N 2.37372 0.31222 -1.28681
H 1.81410 -0.26727 0.64528
H -0.03418 1.40840 -1.10255
H -0.59553 2.17236 1.10836
H -1.28271 0.65140 1.17065
H 0.22085 0.95512 1.76567
H 2.10028 0.51816 -2.24266
H 3.35967 0.17684 -1.16700
H -1.53218 0.76064 -3.82519
H -1.00782 1.28266 -2.45419
O -0.94194 1.39945 -3.40118
H -0.22361 -4.30293 3.31128
H -0.03280 -3.91619 1.79912
O 0.27350 -3.76908 2.69057
H -2.15391 -3.81956 -2.07613
H -1.58705 -2.92487 -0.92854
O -2.38280 -3.30241 -1.30043
H 1.95286 2.63442 -4.19406
H 0.66815 1.81549 -3.94626
O 1.64098 1.75035 -4.00542
H 1.33548 -1.80042 2.90215
H 0.45537 -0.97224 3.81086
O 0.94634 -0.92062 3.00681
H -3.44553 -1.25931 -3.77455
H -2.03166 -1.58926 -4.08022
O -2.55587 -0.91000 -3.63903
H -1.37388 3.06202 3.65383
H -1.59683 1.67934 4.19685
O -1.33952 2.13638 3.38782
H 2.20543 2.03239 3.61006
H 1.61063 0.81426 3.00319
O 1.69676 1.77362 2.83266
```

natural (NBO) population analysis, charges in e, atoms 1 to 4: 0.08, -0.23, -0.68, -0.79

***

DFT (wB97M-V/def2-TZVPD) results for a 2-piece molecular cluster, C5H7N overall at a distorted geometry.

Results
- HOMO level: -9.535 eV
- ΔE to the lowest compared entry with this formula, charge and spin: 295.0 kJ/mol
- Structure (SMILES): C=CC#N.C=C
- Largest force on an atom: 2.5 eV/Å
- M: 81.1 g/mol
- E: -6785.4550 eV
- Kohn-Sham gap: 0.366 hartree
- Total charge: 0

XYZ file:
```
13
C5H7N (wB97M-V/def2-TZVPD)
C -0.05376 -0.17108 1.75530
C -0.48061 0.98117 1.25385
C 0.93062 0.48564 -1.40008
C -0.03374 -0.35573 -1.77341
C -0.37689 -1.54768 -1.04638
N -0.69974 -2.50221 -0.47410
H -0.65807 -1.05523 1.80020
H -0.10950 1.64588 2.00515
H 0.92739 -0.17849 2.22711
H -1.41923 1.08769 0.71797
H 1.53827 0.32678 -0.51667
H 1.11491 1.39131 -1.96894
H -0.64297 -0.16090 -2.65008
```

natural (NBO) population analysis, charges in e, atoms 1 to 4: -0.34, -0.46, -0.27, -0.34

***

DFT (wB97M-V/def2-TZVPD) results for C2H8IN2 as an isolated structure at a distorted geometry.

Results
- HOMO level: -13.172 eV
- ΔE to the lowest compared entry with this formula, charge and spin: 277.8 kJ/mol
- Largest force on an atom: 4.1 eV/Å
- M: 187.0 g/mol
- E: -13275.2675 eV
- Kohn-Sham gap: 0.302 hartree
- Total charge: +1

XYZ file:
```
13
C2H8IN2 (wB97M-V/def2-TZVPD)
C 0.73076 -0.64789 -0.50408
C -0.27589 0.35048 -0.22531
N -0.05287 1.63591 -0.12135
N 0.14503 -1.91310 -0.64567
I -2.14462 -0.51712 0.14582
H 1.04118 -0.44013 -1.57553
H 1.67640 -0.70589 0.14261
H -0.93324 1.74997 2.26461
H 0.82867 2.10398 -0.34852
H -0.91944 2.36093 0.06104
H -0.57691 1.00916 2.29780
H 0.17300 -2.59312 0.10616
H 0.30794 -2.39319 -1.59757
```

natural (NBO) population analysis, charges in e, atoms 1 to 4: -0.40, 0.27, -0.69, -0.86

***

DFT (wB97M-V/def2-TZVPD) results for C20H35IN7O8PS as an isolated structure at a distorted geometry.

Results
- HOMO level: -7.830 eV
- Largest force on an atom: 2.8 eV/Å
- M: 691.5 g/mol
- E: -76329.6720 eV
- Kohn-Sham gap: 0.265 hartree
- Total charge: 0

XYZ file:
```
73
C20H35IN7O8PS (wB97M-V/def2-TZVPD)
C -1.61335 0.34062 1.96488
C -0.28876 -0.19255 1.43349
C 0.08821 0.09534 -0.05680
I -0.96479 1.74675 -0.95088
C 0.07172 -1.18013 -0.89863
C -1.14010 -1.87913 -1.34810
P -2.84460 -1.27369 -0.98091
C -3.96701 -2.76279 -0.81730
C -4.62967 -3.26578 -2.10643
C -3.39746 -0.48257 -2.54996
C -4.82621 0.11091 -2.42901
C -1.07562 -3.05434 -2.03546
C 0.16550 -3.67036 -2.34645
N 0.35778 -4.81993 -2.98134
S 1.97807 -5.00007 -3.01550
N 2.43352 -3.66644 -2.26644
C 1.33960 -2.98390 -1.92579
C 1.29097 -1.73870 -1.20857
N 2.53338 -1.14342 -0.83172
C 3.05311 -0.38658 -1.74444
C 3.61194 -0.91308 -3.04953
C 3.12184 1.09613 -1.58263
H -1.64902 1.42741 1.96811
H -1.67114 0.05235 3.02128
H -2.48856 -0.08634 1.48884
H 0.48581 0.29727 2.02920
H -0.16162 -1.26221 1.60025
H 1.12593 0.39185 -0.04646
H -3.36168 -3.52914 -0.33363
H -4.75958 -2.42864 -0.15075
H -5.01343 -4.28123 -1.99053
H -3.95182 -3.28056 -2.96010
H -5.46714 -2.63587 -2.40283
H -3.40341 -1.19431 -3.38073
H -2.71320 0.29960 -2.86015
H -5.41620 -0.24614 -3.27476
H -4.78166 1.19240 -2.53541
H -5.34770 -0.20319 -1.52646
H -1.98661 -3.56063 -2.32775
H 2.76162 -1.21176 -3.67334
H 4.11999 -0.11535 -3.58667
H 4.22405 -1.79509 -2.89858
H 2.21314 1.47936 -2.05964
H 4.02522 1.52564 -2.01222
H 3.05571 1.37252 -0.53515
C -1.15677 -8.09137 -3.30536
N -2.41308 -8.87880 -3.44094
O -3.26833 -8.72680 -2.59432
O -2.49294 -9.62165 -4.39615
H -1.22569 -7.47707 -2.41599
H -0.33631 -8.79859 -3.22756
H -1.05900 -7.47553 -4.19382
C 4.37339 4.78970 0.83326
N 3.10515 4.00872 0.82627
O 2.65418 3.64534 1.89287
O 2.60115 3.78437 -0.25484
H 4.69909 4.90992 1.86079
H 5.10122 4.23209 0.25065
H 4.16279 5.75109 0.37438
C 3.50951 4.53231 5.90802
N 3.70186 5.49793 4.79236
O 3.08771 6.54101 4.83707
O 4.46209 5.16976 3.90586
H 2.80633 4.95923 6.61431
H 3.12279 3.61365 5.47652
H 4.47961 4.36938 6.36778
C -0.52875 6.84182 5.15457
N -0.97830 6.25738 6.44727
O -2.14359 6.38283 6.75143
O -0.13415 5.68961 7.11161
H -1.37683 7.31131 4.67060
H 0.24628 7.56873 5.37777
H -0.13620 6.02938 4.55059
```

Mulliken population analysis, charges in e, atoms 1 to 4: -1.24, -0.50, -0.67, 0.06

***

DFT (wB97M-V/def2-TZVPD) results for C7H10FNO3 in the gas phase.

Results
- HOMO level: -10.219 eV
- ΔE to the lowest compared entry with this formula, charge and spin: 0.0 kJ/mol
- Structure (SMILES): O=C(O)CC[C@@H]1C(=O)NC[C@H]1F
- Largest force on an atom: 0.8 eV/Å
- M: 175.2 g/mol
- E: -17771.1278 eV
- Kohn-Sham gap: 0.382 hartree
- Total charge: 0

XYZ file:
```
22
C7H10FNO3 (wB97M-V/def2-TZVPD)
O -0.42908 3.40216 -0.31563
C -0.31367 2.73972 0.67252
O 0.10591 3.30461 1.85105
C -0.48253 1.23198 0.73888
C -1.06665 0.62360 -0.54270
C -0.51756 -0.75545 -0.92012
C -0.74502 -1.81555 0.15507
O -1.77724 -2.38924 0.36452
N 0.50383 -2.09541 0.83310
C 1.50565 -1.94302 -0.25754
C 0.97763 -0.86299 -1.22736
F 1.14160 -1.32022 -2.54522
H -0.48216 3.04739 2.57462
H 0.51630 0.84562 0.97848
H -1.12413 0.99966 1.59874
H -0.93114 1.31340 -1.38019
H -2.14904 0.50772 -0.41084
H -1.03408 -1.06583 -1.83333
H 0.66561 -1.29670 1.44695
H 2.45480 -1.65881 0.19935
H 1.63239 -2.88055 -0.80612
H 1.54859 0.06790 -1.17421
```

natural (NBO) population analysis, charges in e, atoms 1 to 4: -0.53, 0.80, -0.71, -0.54